No. 1
{
  "formula": "C35H31F5N8O5SSe2Tl",
  "method": "ωB97M-V/def2-TZVPD",
  "elements": ["Tl", "Se", "Se", "S", "F", "F", "F", "F", "F", "O", "O", "O", "O", "O", "N", "N", "N", "N", "N", "N", "N", "N", "C", "C", "C", "C", "C", "C", "C", "C", "C", "C", "C", "C", "C", "C", "C", "C", "C", "C", "C", "C", "C", "C", "C", "C", "C", "C", "C", "C", "C", "C", "C", "C", "C", "C", "C", "H", "H", "H", "H", "H", "H", "H", "H", "H", "H", "H", "H", "H", "H", "H", "H", "H", "H", "H", "H", "H", "H", "H", "H", "H", "H", "H", "H", "H", "H", "H"],
  "coordinates": [[-1.024973, 0.690736, -0.363695], [-1.272828, 3.008176, -1.974638], [-3.649636, 0.435647, -0.450893], [2.204405, -0.071142, 0.649621], [-0.396330, -3.273408, 1.858934], [-0.045605, -7.101478, -0.859508], [0.263064, -5.841698, 1.548031], [-1.085044, -5.692330, -2.963665], [-1.802448, -3.123474, -2.674670], [1.375609, -0.258593, 1.814054], [-2.884316, 4.324404, 1.921266], [-5.532672, 4.773185, -1.225016], [3.151490, 1.023245, 0.679549], [-1.539111, -1.836458, -0.290958], [0.327597, 2.425765, 1.050043], [-0.545300, -0.088433, -2.634860], [1.213994, -0.006436, -0.607786], [-2.148910, -0.382440, 4.264821], [-1.244892, 0.537276, 2.261795], [-0.668113, 1.469809, 4.351929], [-1.612209, 0.608405, 6.260296], [-2.694230, -1.248702, 2.220173], [4.506534, -1.554519, 0.759945], [-1.471619, -0.172731, -3.549683], [-0.406366, -5.810318, -0.709309], [-3.667178, 3.484126, -0.205746], [4.616295, -3.918631, 0.264758], [2.533792, -2.719588, 0.018893], [-1.179044, -3.069159, -0.384458], [-1.473321, 0.550749, 4.908091], [0.339335, 2.358580, 2.378793], [3.160089, -1.555914, 0.436228], [-1.300031, -3.772023, -1.607679], [2.547417, -0.090351, -4.635898], [-0.627455, -3.845112, 0.660007], [3.051667, 0.107390, -2.271193], [1.723708, 0.023119, -1.903855], [-0.587743, 1.386550, 3.030676], [1.181847, 3.139651, 3.156445], [3.264538, -3.891353, -0.069993], [-2.011806, -0.360531, 2.927961], [1.178345, 3.242551, 0.441939], [2.063194, 3.995902, 2.519111], [-2.538085, 4.165584, -0.999479], [5.226232, -2.737870, 0.674456], [2.067864, 4.045324, 1.137852], [-0.261855, -5.169972, 0.507118], [0.763592, -0.077671, -2.969711], [-4.220952, 2.253131, -0.955676], [-0.931081, -5.091312, -1.769682], [-1.159077, -0.277094, -4.918304], [3.450854, 0.040273, -3.621675], [1.170667, -0.138143, -4.316189], [0.153051, -0.249524, -5.291584], [-4.814966, 4.496797, -0.026786], [5.390001, -5.208195, 0.205989], [-3.173820, 3.126485, 1.192844], [0.436713, -0.300329, -6.336680], [5.059468, -5.828500, -0.627154], [2.779700, -4.799583, -0.408295], [3.813336, 0.243999, -1.518489], [4.975130, -0.629214, 1.064810], [-1.984622, 4.831850, -0.338434], [-0.925427, 1.145500, 6.758460], [6.281529, -2.741002, 0.921509], [-4.005437, 2.362158, -2.016009], [6.458794, -5.023550, 0.096225], [-2.007468, -0.199630, 6.707003], [-2.496216, -0.159663, -3.193120], [-2.956037, 4.777778, -1.803279], [-3.130237, -1.985769, 2.747748], [2.743707, 4.607771, 3.097016], [5.243134, -5.784782, 1.122043], [1.123748, 3.257962, -0.638855], [-1.954795, -0.354632, -5.645820], [1.141364, 3.047283, 4.230242], [-5.304629, 2.204843, -0.839896], [1.488116, -2.690743, -0.258942], [-3.932352, 2.531838, 1.713588], [-2.273021, 2.521806, 1.113943], [-2.355101, 4.077885, 2.686145], [-4.425530, 5.419512, 0.410441], [-2.409681, -1.431050, 1.243758], [4.508786, 0.097886, -3.846920], [-4.905097, 5.100403, -1.876868], [2.857953, -0.141171, -5.671856], [-5.551640, 4.080647, 0.663791], [2.751649, 4.682213, 0.594855]],
  "atomic_forces_ev_per_a": [[-0.28, 0.26, -0.51], [0.10, -0.18, 0.05], [0.17, 0.08, 0.03], [-0.09, 0.01, 0.04], [-0.11, 0.02, -0.07], [-0.02, 0.04, 0.01], [-0.02, 0.03, -0.06], [0.02, 0.03, 0.08], [0.02, -0.04, 0.06], [0.25, -0.11, -0.04], [0.01, -0.01, 0.06], [-0.02, 0.02, -0.03], [0.11, -0.11, 0.03], [-0.04, -0.06, 0.48], [-0.02, -0.03, 0.20], [0.03, -0.06, -0.02], [-0.12, 0.12, -0.21], [-0.02, -0.02, -0.01], [0.01, -0.03, 0.09], [-0.03, -0.03, 0.05], [0.00, 0.02, 0.03], [0.18, -0.29, -0.16], [-0.04, -0.01, -0.03], [0.02, -0.10, -0.02], [0.02, -0.03, 0.03], [0.02, 0.03, -0.03], [0.00, -0.02, 0.01], [-0.02, 0.05, -0.10], [0.05, 0.14, -0.30], [0.03, 0.02, -0.03], [0.00, 0.11, 0.02], [-0.03, 0.03, 0.05], [-0.01, -0.05, -0.07], [0.04, 0.04, 0.07], [0.03, 0.07, 0.11], [0.07, 0.03, 0.10], [-0.05, -0.04, 0.04], [0.02, 0.04, 0.03], [-0.02, -0.03, -0.01], [-0.01, 0.00, 0.00], [-0.10, 0.12, -0.05], [-0.07, 0.06, 0.00], [0.00, 0.01, -0.05], [0.11, -0.08, 0.03], [0.00, 0.02, -0.01], [-0.03, 0.03, 0.03], [0.06, -0.02, 0.00], [-0.07, 0.02, 0.03], [0.07, -0.01, -0.03], [-0.01, 0.00, -0.07], [0.03, 0.02, 0.00], [-0.06, -0.01, -0.08], [-0.01, -0.05, -0.05], [-0.01, 0.02, 0.01], [0.03, -0.03, -0.02], [0.00, 0.02, 0.00], [0.00, 0.02, -0.04], [0.00, -0.02, 0.00], [0.00, 0.00, 0.00], [-0.03, -0.01, 0.00], [-0.01, -0.02, 0.03], [0.02, 0.02, 0.02], [-0.04, 0.00, 0.02], [0.00, -0.01, 0.00], [0.01, 0.00, 0.01], [-0.06, 0.04, 0.00], [0.00, 0.00, 0.00], [-0.01, 0.00, 0.00], [-0.01, 0.03, 0.00], [-0.01, 0.04, 0.02], [-0.02, 0.03, -0.04], [0.01, 0.01, 0.01], [0.00, -0.01, 0.00], [0.00, -0.02, -0.02], [0.00, -0.01, -0.01], [0.00, 0.00, 0.01], [0.01, -0.01, 0.04], [-0.01, -0.03, 0.03], [-0.01, 0.00, 0.00], [-0.04, 0.01, 0.03], [-0.01, 0.02, -0.03], [0.01, 0.01, 0.00], [-0.01, -0.08, 0.25], [0.01, 0.00, 0.01], [0.00, 0.00, -0.01], [0.01, -0.01, -0.01], [0.00, 0.00, 0.02], [0.01, 0.01, 0.00]],
  "lowdin_charge": [0.60, 0.62, 0.70, 0.60, 0.09, 0.08, 0.09, 0.09, 0.09, -0.29, -0.06, -0.06, -0.30, -0.22, 0.05, 0.01, -0.17, 0.18, 0.13, 0.17, 0.14, 0.18, -0.05, -0.15, -0.17, -0.56, -0.27, -0.03, -0.31, -0.46, -0.22, -0.27, -0.13, -0.06, -0.16, -0.02, -0.25, -0.30, 0.00, -0.02, -0.42, -0.16, -0.05, -0.51, -0.04, -0.04, -0.17, -0.16, -0.53, -0.15, -0.03, -0.08, -0.15, -0.01, -0.22, -0.06, -0.26, 0.11, 0.08, 0.11, 0.09, 0.11, 0.06, 0.09, 0.11, 0.03, 0.07, 0.09, 0.09, 0.04, 0.12, 0.10, 0.08, 0.05, 0.10, 0.10, 0.06, 0.11, 0.12, 0.03, 0.08, 0.12, 0.02, 0.10, 0.07, 0.10, 0.13, 0.11],
  "total_charge": -1,
  "energy_ev": -218769.17318,
  "relative_energy_kj_mol": 39.41
}

=====

No. 2
{
  "formula": "C5H16NO3",
  "method": "ωB97M-V/def2-TZVPD",
  "elements": ["O", "O", "O", "N", "C", "C", "C", "C", "C", "H", "H", "H", "H", "H", "H", "H", "H", "H", "H", "H", "H", "H", "H", "H", "H"],
  "coordinates": [[0.236786, -1.716017, 2.309091], [0.952892, 1.580692, 1.506793], [-2.446791, 1.838238, -0.098398], [-0.552201, -0.187002, 0.017145], [1.650255, 0.761090, 0.567792], [-0.095144, -1.185586, -2.143866], [0.683629, 0.453370, -0.566790], [-1.048065, -1.230142, -0.954574], [1.177708, -0.521996, -1.611161], [0.213755, -2.670643, 2.479537], [1.931559, -0.180056, 1.052101], [-2.067396, -0.983396, -1.224950], [2.569424, 1.207308, 0.189499], [0.114499, -2.166257, -2.563187], [-1.023601, -2.194130, -0.453445], [-2.258553, 2.732182, 0.238223], [0.300775, -1.291112, 3.181979], [1.523105, 2.314022, 1.770991], [-1.268385, 0.530504, 0.176979], [1.745857, -0.017716, -2.385882], [-0.529865, -0.613124, -2.963654], [0.361636, 1.385710, -1.023717], [-3.403930, 1.778468, -0.123191], [1.830650, -1.279845, -1.178599], [-0.334100, -0.610383, 0.929211]],
  "atomic_forces_ev_per_a": [[0.00, -0.07, 0.43], [0.41, 0.17, -0.15], [0.24, 0.54, 0.20], [0.11, -0.12, -0.13], [-0.32, -0.29, 0.06], [0.12, 0.17, -0.42], [0.42, 0.23, 0.37], [0.10, -0.11, 0.08], [-0.09, -0.27, -0.12], [0.00, 0.35, -0.02], [0.01, 0.01, 0.00], [-0.14, -0.07, 0.02], [-0.11, 0.21, -0.09], [-0.09, -0.13, 0.17], [-0.07, 0.02, 0.08], [-0.05, -0.45, -0.16], [-0.02, -0.24, -0.38], [-0.19, -0.17, 0.05], [-0.13, 0.15, -0.05], [0.01, 0.06, -0.09], [0.01, 0.18, 0.11], [-0.10, 0.07, -0.08], [-0.23, -0.04, -0.02], [0.05, 0.01, 0.21], [0.05, -0.21, -0.06]],
  "nbo_charge": [-0.98, -0.74, -0.97, -0.55, -0.08, -0.42, -0.06, -0.22, -0.42, 0.50, 0.19, 0.23, 0.20, 0.24, 0.22, 0.50, 0.50, 0.50, 0.48, 0.25, 0.23, 0.22, 0.50, 0.22, 0.47],
  "total_charge": 1,
  "energy_ev": -13071.86144,
  "relative_energy_kj_mol": 0.00
}

=====

No. 3
{
  "formula": "C4H23NO7",
  "method": "ωB97M-V/def2-TZVPD",
  "elements": ["O", "O", "O", "O", "O", "O", "O", "N", "C", "C", "C", "C", "H", "H", "H", "H", "H", "H", "H", "H", "H", "H", "H", "H", "H", "H", "H", "H", "H", "H", "H", "H", "H", "H", "H"],
  "coordinates": [[1.268052, -1.545046, -1.220979], [2.266883, 0.516830, 2.817814], [2.690716, 0.372140, -2.180534], [2.394131, -1.699270, 1.458915], [-1.414647, 0.335258, -4.174309], [-0.617864, -0.802680, 0.366267], [-1.685096, -2.242748, 2.690392], [-0.674995, 1.998940, 0.899923], [-0.228152, 3.418105, 0.725456], [-1.034098, 1.359899, -0.431889], [-1.685821, 0.041444, -0.063141], [-2.565412, -0.795183, -1.018504], [-1.096059, -2.667933, 3.316433], [2.760313, -0.846697, 1.728654], [0.766735, 3.372014, 0.246141], [-0.087243, 1.453300, 1.509942], [-0.365627, 3.871401, 1.682331], [-1.764699, 2.120026, -0.848295], [2.929491, 0.645582, 2.121410], [1.970831, -1.509368, -0.567876], [-0.875717, -1.510963, 0.967504], [-0.920620, 3.971566, 0.092941], [-3.553735, -0.382829, -1.175597], [1.988982, -0.218260, -1.795471], [-2.191169, -0.909306, -2.023981], [-1.503251, -0.222856, -3.408386], [-0.471506, 0.609402, -4.161005], [-1.706162, -1.299640, 2.877593], [1.450471, 0.576038, 2.315610], [2.839277, -2.538762, 1.366751], [-2.355975, 0.298898, 0.810571], [0.463172, -1.403853, -0.639793], [-2.579054, -1.791138, -0.586359], [-0.232797, 1.198851, -1.120611], [3.478834, -0.174457, -2.128036]],
  "atomic_forces_ev_per_a": [[-0.87, -0.30, 0.27], [0.48, 0.34, -0.39], [-0.17, 0.15, 0.31], [-1.81, -0.20, -0.93], [0.98, 0.67, -0.42], [0.53, 0.38, 0.48], [-0.22, -0.02, -0.59], [-0.99, 0.89, -1.87], [-0.07, -2.13, -0.40], [-1.41, 1.21, 1.95], [-1.66, -0.47, 0.60], [0.52, 0.69, -0.08], [0.14, 0.18, 0.16], [0.72, -1.58, 0.42], [-0.19, 0.93, 0.57], [0.23, 0.02, -0.41], [0.89, 0.54, 0.70], [0.68, -1.24, 0.10], [0.08, 0.83, 0.46], [0.16, -0.33, 0.47], [-0.48, -0.08, 0.20], [-0.06, -0.34, -0.33], [-0.32, 0.03, 0.41], [0.37, 0.34, -0.62], [0.54, -0.11, -0.13], [0.05, -0.28, 0.29], [-0.86, -0.28, -0.05], [0.09, -0.04, 0.40], [-0.35, -0.06, 0.05], [1.05, 0.57, 0.37], [0.72, -0.36, -0.64], [0.74, 0.02, -0.69], [-0.48, -0.10, 0.00], [0.84, 0.06, -0.49], [0.10, 0.06, -0.17]],
  "nbo_charge": [-0.99, -0.90, -0.99, -1.01, -0.94, -0.78, -0.95, -0.64, -0.42, -0.24, 0.09, -0.61, 0.49, 0.49, 0.19, 0.34, 0.21, 0.21, 0.46, 0.48, 0.51, 0.20, 0.22, 0.49, 0.18, 0.46, 0.48, 0.48, 0.47, 0.50, 0.17, 0.50, 0.22, 0.19, 0.45],
  "energy_ev": -20342.29443,
  "smiles": "CNC[C@@H](C)O.O.O.O.O.O.O",
  "relative_energy_kj_mol": 235.97
}

=====

Number 1: frontier orbital gap 6.898 eV. Number 2: frontier orbital gap 11.687 eV. Number 3: frontier orbital gap 9.139 eV.